Entry 1:
This record from the OMol25 dataset describes a 9-piece molecular cluster, C37H78N2O25P4 overall. The level of theory is ωB97M-V/def2-TZVPD.

The geometry in ORCA input format:
```
! RIJCOSX wB97M-V def2-TZVPD def2/J DEFGRID3
* xyz 0 1
C 3.80313 -4.18421 -3.54657
C 3.15513 -4.03715 -2.18199
O 2.36955 -2.83089 -2.09901
P 3.02573 -1.37638 -1.83837
O 2.06287 -0.28364 -2.00990
O 3.67755 -1.45460 -0.39668
C 3.14214 -0.76081 0.73416
C 3.05419 -1.69074 1.94314
O 4.32006 -1.36934 -2.77460
C 5.45514 -0.53348 -2.44352
C 6.20716 -0.30980 -3.73911
H 4.54470 -3.40838 -3.72849
H 4.27006 -5.15494 -3.71732
H 3.09235 -4.06016 -4.36933
H 2.43287 -4.84072 -2.05854
H 3.93137 -4.13418 -1.42175
H 3.81567 0.05763 0.98432
H 2.14158 -0.36630 0.57235
H 4.04848 -1.93983 2.31759
H 2.44572 -1.30780 2.76023
H 2.59419 -2.63554 1.64252
H 5.12778 0.43813 -2.07144
H 5.96631 -1.14028 -1.69616
H 6.75593 -1.19746 -4.05891
H 5.50472 -0.02598 -4.52418
H 6.95142 0.48871 -3.74721
C 3.09778 5.89792 4.26500
C 3.09577 5.60228 2.76643
O 2.56985 4.27725 2.55416
P 2.17695 3.75324 1.11982
O 1.67432 2.37064 1.05041
O 1.10615 4.80267 0.55531
C -0.28525 4.73599 0.84714
C -0.74292 5.94477 1.63295
O 3.41323 4.09550 0.17046
C 3.21223 4.11231 -1.27122
C 3.58550 2.73082 -1.78655
H 3.59751 5.05062 4.73634
H 3.55148 6.85428 4.50580
H 2.06518 5.90582 4.61652
H 2.37943 6.26266 2.27388
H 4.10289 5.65495 2.35771
H -0.83650 4.75778 -0.09907
H -0.54696 3.77080 1.28827
H -0.14909 6.01326 2.55556
H -0.43538 6.84228 1.09508
H -1.78209 5.91851 1.94134
H 2.22291 4.42954 -1.58980
H 3.94808 4.81931 -1.65319
H 2.97980 1.94679 -1.32861
H 3.28901 2.66110 -2.83898
H 4.63826 2.53042 -1.60214
C -5.39484 8.59708 1.14666
C -4.63292 7.41914 1.72047
O -3.83406 6.72712 0.75250
P -4.58444 5.97256 -0.47388
O -5.19375 6.88178 -1.45135
O -5.57435 4.91589 0.20128
C -5.14589 3.92880 1.16617
C -5.58770 2.57550 0.62466
O -3.35847 5.09672 -1.05948
C -3.24571 4.92951 -2.48062
C -4.08653 3.72897 -2.90410
H -6.01679 9.08424 1.89758
H -4.70666 9.25476 0.61796
H -6.11372 8.27381 0.39146
H -3.98709 7.78056 2.52316
H -5.28565 6.69432 2.21811
H -4.05813 3.95110 1.27735
H -5.51445 4.14059 2.17113
H -5.06302 1.82348 1.21813
H -6.66107 2.40447 0.58052
H -5.25779 2.46993 -0.40657
H -3.54499 5.85537 -2.97375
H -2.19477 4.76442 -2.72124
H -3.89167 3.41925 -3.93066
H -3.82929 2.91497 -2.22467
H -5.14547 3.96233 -2.78439
C 2.54928 -8.95480 -2.20615
C 2.76729 -8.41666 -0.77685
O 2.16594 -7.12993 -0.63643
P 1.46991 -6.76829 0.76396
O 0.06781 -7.21261 0.90368
O 2.49107 -7.36706 1.85818
C 1.93557 -7.59905 3.17222
C 2.89357 -8.55216 3.83820
O 1.73299 -5.18958 0.82554
C 0.85087 -4.24117 0.20108
C -0.44803 -4.08959 1.02050
H 1.57404 -9.43614 -2.24106
H 2.63807 -8.16053 -2.94214
H 3.32136 -9.70879 -2.35962
H 2.35997 -9.10812 -0.03610
H 3.84278 -8.39333 -0.57885
H 1.92337 -6.64211 3.70150
H 0.92459 -8.00390 3.15465
H 3.01208 -9.45420 3.23930
H 3.84810 -8.08903 4.08953
H 2.54292 -8.89247 4.81904
H 1.31054 -3.27754 0.00455
H 0.61271 -4.65278 -0.78312
H -1.07209 -3.31314 0.57982
H -0.97261 -5.02940 0.84993
H -0.25729 -3.96709 2.08247
O -1.81164 -2.06897 -1.82414
C -1.11254 -1.87147 -2.78427
O -0.36623 -2.82001 -3.33507
C -0.07875 -2.44451 -4.67403
C -0.15857 -0.88809 -4.60260
O -0.95016 -0.72314 -3.40563
H 0.88951 -2.87450 -4.91483
H -0.83339 -2.76898 -5.39317
H -0.70604 -0.54446 -5.47364
H 0.81573 -0.43594 -4.43378
O -8.52222 -1.12620 -1.14095
C -7.32959 -1.12264 -1.25978
O -6.66219 -1.99163 -2.05176
C -5.43353 -1.35953 -2.40267
C -5.17409 -0.59300 -1.13586
O -6.49126 -0.25340 -0.69972
H -4.62282 -2.07070 -2.57119
H -5.53610 -0.78474 -3.32715
H -4.51744 0.25134 -1.35151
H -4.66652 -1.16426 -0.35865
O -0.97351 -1.73060 3.45492
C -0.99665 -1.49153 4.61427
O -1.58559 -0.39561 5.16616
C -1.62029 -0.50531 6.57112
C -1.14433 -1.95006 6.82606
O -0.56116 -2.32265 5.57368
H -1.00077 0.23467 7.07881
H -2.63970 -0.37577 6.93356
H -1.98530 -2.57368 7.11801
H -0.35098 -1.97921 7.56736
C 0.18312 1.66748 -1.91225
C 0.31946 2.81719 -2.81893
N 0.40322 3.69956 -3.54934
H 1.00224 0.99379 -2.17545
H -0.76400 1.16575 -2.08437
H 0.38131 2.03004 -0.90345
C -0.12697 -0.36494 1.00496
C -1.47841 0.09920 0.68604
N -2.51184 0.51872 0.41626
H -0.14486 -1.40542 1.32676
H 0.34755 0.22447 1.78678
H 0.51572 -0.30191 0.12528
*
```

Summary:
**M**: 1074.92 g mol⁻¹
**HOMO energy**: -10.2284 eV
**LUMO**: 0.345 eV
**Kohn-Sham gap**: 10.57 eV
**SMILES string**: CCOP(=O)(OCC)OCC.CCOP(=O)(OCC)OCC.CCOP(=O)(OCC)OCC.CCOP(=O)(OCC)OCC.O=C1OCCO1.O=C1OCCO1.O=C1OCCO1.CC#N.CC#N

=====

Entry 2:
This record from the OMol25 dataset describes a 2-piece molecular cluster, C17H38BrIN5O3Si overall. The level of theory is ωB97M-V/def2-TZVPD.

The geometry in ORCA input format:
```
! RIJCOSX wB97M-V def2-TZVPD def2/J DEFGRID3
* xyz 1 1
C -0.66406 1.41834 -0.84889
N 0.40869 0.82339 0.00704
C 0.27397 0.48461 1.27004
N -0.96985 0.71967 1.97018
C -0.69541 1.03287 3.42619
C -1.73360 2.20352 3.79734
O -1.23623 3.47782 3.28701
N -2.25069 4.39177 3.21933
O -1.74656 5.46665 3.22922
Si -1.18378 -0.41523 4.62350
C -0.44219 -2.10826 4.17264
C -0.62723 0.16208 6.38291
C -3.09994 -0.66469 4.73465
O 0.59401 1.61219 3.65255
C 1.66109 0.86289 3.11480
I 2.81856 0.06307 4.78996
N 1.27725 -0.13316 2.08755
C 2.39470 -0.75329 1.36940
C 2.89245 -2.16078 1.95731
C 2.45248 -3.36858 1.01330
Br 3.37109 -3.30759 -0.74691
H -1.32931 0.63836 -1.30948
H -0.15161 1.94361 -1.71354
H -1.23630 2.23096 -0.31091
H 1.29927 0.68708 -0.47467
H -1.42487 1.57156 1.62514
H -1.91380 2.27793 4.90605
H -2.71617 1.92933 3.30048
H -1.00952 -2.68705 3.39407
H 0.64848 -1.96626 3.94671
H -0.47900 -2.73736 5.12153
H -1.43362 0.03251 7.15358
H -0.38672 1.27445 6.34323
H 0.32952 -0.34755 6.68469
H -3.33616 -1.70197 4.35835
H -3.66424 0.05845 4.07639
H -3.44866 -0.60583 5.80909
H 2.35516 1.61022 2.61017
H 2.20863 -0.96256 0.26923
H 3.28005 -0.03874 1.40147
H 4.02600 -2.15775 1.93810
H 2.56373 -2.35106 3.01176
H 1.33505 -3.45511 0.90750
H 2.81227 -4.32235 1.50846
C 0.77118 2.28906 -5.87644
C 0.87237 0.92279 -5.21067
N -0.41873 0.34053 -4.86863
C -0.31063 -0.82424 -3.99720
C 0.38564 -2.06990 -4.54549
C -1.37777 0.21485 -5.96154
C -0.96229 -0.60786 -7.18160
H 0.20317 2.98883 -5.25792
H 1.77085 2.70580 -6.02010
H 0.30014 2.23284 -6.85964
H 1.45081 1.05694 -4.28999
H 1.46114 0.25797 -5.85577
H -1.31154 -1.10632 -3.65098
H 0.22210 -0.51340 -3.08793
H -0.24450 -2.61106 -5.25001
H 0.60261 -2.75714 -3.72244
H 1.33541 -1.83761 -5.03112
H -1.63740 1.22093 -6.30349
H -2.31924 -0.18439 -5.57074
H 0.05666 -0.39102 -7.50756
H -1.62489 -0.37748 -8.01988
H -1.04804 -1.67826 -6.99735
*
```

Summary:
**M**: 595.42 g mol⁻¹
**HOMO energy**: -10.4331 eV
**LUMO**: -3.386 eV
**Kohn-Sham gap**: 7.05 eV

=====

Entry 3:
This record from the OMol25 dataset describes an isolated ion of composition C9H19N3O2S and charge +2. The level of theory is ωB97M-V/def2-TZVPD.

The geometry in ORCA input format:
```
! RIJCOSX wB97M-V def2-TZVPD def2/J DEFGRID3
* xyz 2 3
C -1.74507 1.40476 0.34565
C 0.70159 -2.64611 -0.34845
C -1.48949 3.97687 0.19488
C 0.73307 0.54938 0.48510
C 1.20530 1.07161 1.58607
C -3.60922 2.91433 0.60055
C 0.33723 -5.06154 -0.10507
C 1.45935 -0.25564 -0.65514
C 1.93068 -1.67473 -0.49672
N -2.14182 2.68334 0.31691
N -0.68750 0.61769 0.26198
N 2.93616 -2.10244 -1.59441
O -0.39490 -2.12787 -0.11923
O 1.15311 -3.87451 -0.43624
S 0.31861 3.81175 -0.13517
H -2.71667 0.79487 0.14395
H -1.59266 4.41063 1.14309
H 0.49044 1.63613 2.11620
H -1.91083 4.62145 -0.55495
H 2.19413 0.78759 1.89171
H -3.95301 3.86384 0.16601
H -4.19420 2.14404 -0.01413
H -3.75102 2.85825 1.66872
H 1.01700 -5.88565 -0.44503
H -0.53695 -4.97294 -0.76132
H 0.22484 -5.12940 0.94134
H 0.82377 -0.19171 -1.44943
H 2.29320 0.39399 -0.82588
H 2.45116 -1.90977 0.35340
H -0.92095 -0.37197 -0.01329
H 2.66484 -1.80630 -2.50890
H 3.01116 -3.15553 -1.67673
H 3.89454 -1.61508 -1.48403
H 0.58272 4.12811 1.11632
*
```

Summary:
**M**: 233.34 g mol⁻¹
**⟨S²⟩**: 2.0133
**HOMO energy (alpha / beta)**: -11.7327 / -15.5406 eV
**LUMO (alpha / beta)**: -6.247 / -8.963 eV
**Kohn-Sham gap (alpha / beta)**: 5.49 / 6.58 eV

=====

Entry 4:
This record from the OMol25 dataset describes C54H42IrOP3 as an isolated structure. The level of theory is ωB97M-V/def2-TZVPD.

The geometry in ORCA input format:
```
! RIJCOSX wB97M-V def2-TZVPD def2/J DEFGRID3
* xyz 3 2
Ir -0.07502 -0.01620 0.09329
O 0.76235 2.13622 2.13467
C 1.83692 2.92579 1.83086
C 2.20421 4.09792 2.47277
C 3.34485 4.75304 2.02983
C 4.10203 4.25952 0.97349
C 3.69481 3.11625 0.30934
C 2.53853 2.45309 0.72488
P 1.98912 1.04233 -0.24874
C 1.90873 1.59342 -1.95543
C 2.01523 0.68634 -3.01266
C 1.86904 1.13001 -4.31407
C 1.60071 2.47176 -4.56590
C 1.47739 3.37195 -3.51663
C 1.63014 2.93847 -2.20855
C 3.21870 -0.23316 0.02735
C 3.24137 -0.78562 1.31284
C 4.28865 -1.60191 1.69428
C 5.31819 -1.86523 0.79621
C 5.29501 -1.32408 -0.47972
C 4.24659 -0.50434 -0.87420
C 0.00151 2.14072 3.27387
C 0.42588 2.48205 4.54648
C -0.49218 2.37285 5.58365
C -1.78686 1.91771 5.36327
C -2.17842 1.52601 4.09446
C -1.27849 1.64525 3.03336
P -1.72908 1.10945 1.37505
C -2.80468 -0.29257 1.69832
C -2.23085 -1.35366 2.40688
C -3.02642 -2.36105 2.91861
C -4.40083 -2.32118 2.72114
C -4.98056 -1.26977 2.01946
C -4.19116 -0.24830 1.51277
C -2.50409 2.43702 0.46483
C -3.41202 2.19393 -0.56937
C -3.98941 3.25956 -1.23536
C -3.64841 4.56389 -0.89272
C -2.73285 4.80887 0.12161
C -2.16304 3.74869 0.80732
H 1.62562 4.49734 3.29129
H 3.64996 5.66475 2.52532
H 4.99796 4.77643 0.66061
H 4.26560 2.75089 -0.53623
H 2.20453 -0.36396 -2.81941
H 1.97118 0.43483 -5.13630
H 1.49749 2.81674 -5.58603
H 1.27974 4.41613 -3.71737
H 1.55144 3.64947 -1.39596
H 2.45978 -0.54651 2.02980
H 4.31890 -2.01712 2.69215
H 6.14892 -2.48745 1.10104
H 6.10513 -1.52457 -1.16772
H 4.25848 -0.05660 -1.85815
H 1.43874 2.80185 4.73641
H -0.18338 2.63800 6.58591
H -2.48357 1.84876 6.18665
H -3.17375 1.13259 3.93379
H -1.16324 -1.37043 2.61220
H -2.57796 -3.17122 3.47685
H -5.02700 -3.10270 3.13060
H -6.05361 -1.22993 1.89105
H -4.66017 0.58815 1.01458
H -3.67503 1.18166 -0.84979
H -4.71348 3.07794 -2.01788
H -4.10853 5.39325 -1.41293
H -2.48116 5.82445 0.39374
H -1.47716 3.94245 1.62297
C 3.58424 -4.01276 -2.46263
C 2.65362 -3.43012 -3.31243
C 1.49169 -2.88064 -2.79213
C 1.27248 -2.90568 -1.41456
C 2.21820 -3.47558 -0.56048
C 3.36759 -4.03419 -1.08957
P -0.28222 -2.33166 -0.73976
C -1.29318 -3.71766 -0.24645
C -0.76173 -5.01080 -0.21538
C -1.60157 -6.08277 0.03425
C -2.95713 -5.87189 0.24891
C -3.48703 -4.58572 0.21071
C -2.65946 -3.50566 -0.03036
C -1.17344 -1.36230 -1.96896
C -2.02082 -1.72253 -3.02082
C -2.47643 -0.71214 -3.84074
C -2.11842 0.62827 -3.61405
C -1.34224 1.00332 -2.53698
C -0.89374 -0.01636 -1.68805
H 4.47964 -4.46036 -2.87278
H 2.82007 -3.42653 -4.38067
H 0.75427 -2.45257 -3.46092
H 2.05351 -3.50147 0.51074
H 4.09333 -4.49537 -0.43422
H 0.28919 -5.18522 -0.39931
H -1.19838 -7.08581 0.05087
H -3.60748 -6.71542 0.43671
H -4.54668 -4.43177 0.36146
H -3.07900 -2.50582 -0.08252
H -2.27339 -2.75902 -3.20458
H -3.10644 -0.95062 -4.68755
H -2.48221 1.38572 -4.29699
H -1.09784 2.04089 -2.35552
*
```

Summary:
**M**: 992.07 g mol⁻¹
**Relative energy (zero: lowest compared OMol25 entry of this formula, charge and spin)**: 0.000 eV
**⟨S²⟩**: 0.7581
**HOMO energy (alpha / beta)**: -15.6578 / -15.9274 eV
**LUMO (alpha / beta)**: -10.172 / -10.555 eV
**Kohn-Sham gap (alpha / beta)**: 5.49 / 5.37 eV

=====

Entry 5:
This record from the OMol25 dataset describes an isolated molecule of C17H19N3O3S. The level of theory is ωB97M-V/def2-TZVPD.

The geometry in ORCA input format:
```
! RIJCOSX wB97M-V def2-TZVPD def2/J DEFGRID3
* xyz 0 1
C -0.88126 4.18909 1.59355
C -0.10204 2.88702 1.76737
C -0.78631 1.96806 2.77563
C 1.38375 3.13844 2.11942
C 2.17753 2.63122 0.91734
C 3.20867 1.53658 1.24527
C 2.49627 0.34693 1.85528
O 2.23724 0.24191 3.04179
N 2.17211 -0.62306 0.97172
N 1.39599 -1.70893 1.40722
C 0.22790 -1.92187 0.73105
N 0.00911 -1.50098 -0.45926
C -1.18342 -1.94942 -0.95752
C -1.57959 -1.54875 -2.30143
C -0.93265 -0.47127 -2.90651
C -1.28732 -0.07665 -4.18232
C -2.28468 -0.74774 -4.87078
C -2.92908 -1.82038 -4.27570
C -2.58121 -2.22111 -2.99993
C -1.88278 -2.74198 -0.09569
S -1.04178 -2.94443 1.40247
C 1.11022 2.05231 -0.01097
O 1.32661 1.49446 -1.05270
O -0.09907 2.21211 0.49405
H -1.89600 3.97162 1.27125
H -0.40669 4.81462 0.84070
H -0.91641 4.72924 2.53539
H -0.90264 2.48342 3.72465
H -1.76534 1.67605 2.40499
H -0.19066 1.07295 2.93720
H 1.55998 4.19711 2.30186
H 1.65335 2.58451 3.01802
H 2.68918 3.43983 0.38766
H 3.72040 1.24051 0.33008
H 3.93165 1.92301 1.96431
H 2.13412 -0.47735 -0.03051
H 1.36256 -1.72287 2.42479
H -0.16011 0.04976 -2.36279
H -0.78170 0.75961 -4.64246
H -2.55918 -0.43922 -5.86917
H -3.70397 -2.34989 -4.81134
H -3.07845 -3.06745 -2.54996
H -2.83694 -3.20793 -0.22698
*
```

Summary:
**M**: 345.42 g mol⁻¹
**Relative energy (zero: lowest compared OMol25 entry of this formula, charge and spin)**: 0.523 eV
**HOMO energy**: -7.7879 eV
**LUMO**: 0.628 eV
**Kohn-Sham gap**: 8.42 eV
**SMILES string**: CC1(C)C[C@@H](CC(=O)NNc2nc(-c3ccccc3)cs2)C(=O)O1

=====

no.,F_max (eV/A),E_tot (eV)
1,1.97,-130967.9384
2,3.74,-117848.9349
3,11.69,-29019.3718
4,0.60,-89408.2665
5,1.08,-39386.2660